C27H20ClF5FeN4O11S | ωB97M-V/def2-TZVPD

Output
**Net charge**: -2
**E_LUMO**: 3.90 eV
**HOMO-LUMO gap**: 6.4 eV

Positions of all 70 atoms, in Å:
Fe  -0.81010  -3.31576  1.52532
O  -3.93511  -1.54559  4.05843
Cl  -3.46330  -1.75045  2.72032
O  -3.41223  -0.47960  2.02228
O  -2.07861  -2.25681  2.81720
O  -4.28220  -2.67458  2.01213
O  -0.36969  -6.71326  3.43685
C  -0.69769  -5.74831  2.76914
O  -0.09445  -4.59363  2.80534
C  -1.86573  -5.81888  1.72029
O  -2.48468  -6.86199  1.57303
O  -2.03745  -4.72773  1.06569
C  2.31938  2.24591  -0.92948
O  1.04424  1.90882  -0.42617
C  0.18387  2.90376  -0.15191
C  0.40886  4.24266  -0.45364
C  -0.57153  5.19230  -0.19387
C  -1.77897  4.82310  0.37175
C  -1.99235  3.49204  0.70354
C  -1.01871  2.53758  0.47161
N  -1.31668  1.18777  0.78898
C  -0.59461  0.26908  1.38083
C  0.63100  0.33582  2.05696
C  1.29601  1.53237  2.43466
C  2.47241  1.51194  3.12074
C  3.04774  0.25707  3.46105
C  2.44270  -0.91567  3.14332
C  1.18292  -0.95106  2.43266
O  0.64862  -2.05280  2.18370
H  2.86490  1.30840  -0.99707
H  2.84335  2.92213  -0.24665
H  2.24776  2.69537  -1.92313
H  1.32811  4.54128  -0.93685
H  -0.39119  6.22445  -0.46873
H  -2.55549  5.55584  0.54419
H  -2.92726  3.17289  1.14713
H  -2.20772  0.85337  0.43554
H  -1.06633  -0.70381  1.36695
H  0.84107  2.48413  2.19532
H  2.95665  2.43317  3.41761
H  3.98713  0.24045  4.00493
H  2.85991  -1.87374  3.42719
F  -0.57259  6.29902  -4.08107
C  -0.80401  5.01040  -3.74956
C  0.13966  4.03232  -4.00078
F  1.30268  4.37415  -4.59534
C  -0.09848  2.72223  -3.63488
F  0.87775  1.83568  -3.92331
C  -1.26753  2.28996  -2.98616
S  -1.52169  0.66103  -2.49447
C  -2.19336  3.32462  -2.75839
F  -3.35722  3.05435  -2.14643
C  -1.97977  4.63789  -3.12505
F  -2.90602  5.57896  -2.86108
C  0.11203  -2.30960  -3.26820
N  0.68262  -3.02872  -2.13148
C  1.94864  -3.50133  -2.14344
C  2.51072  -4.10310  -1.07203
C  1.69273  -4.24793  0.09800
N  0.45530  -3.79088  0.09292
C  -0.07903  -3.12256  -0.96404
O  -1.16501  -2.57754  -0.85294
N  2.11677  -4.86487  1.20105
H  0.61467  -2.64302  -4.17547
H  0.20393  -1.23020  -3.13962
H  -0.94944  -2.53573  -3.32356
H  2.49021  -3.35088  -3.06851
H  3.52553  -4.46844  -1.10066
H  3.08801  -5.09046  1.29999
H  1.47842  -4.84339  2.01735

***

C27H20F6N3O4STl | ωB97M-V/def2-TZVPD

Output
**Net charge**: -2
**E_LUMO**: 3.56 eV
**Energy above the lowest of the compared OMol25 structures with the same formula, charge and spin**: 56.5 kJ/mol
**HOMO-LUMO gap**: 5.7 eV

Positions of all 62 atoms, in Å:
Tl  0.65353  0.04360  0.21651
S  -2.22141  -1.69936  -1.76686
C  -2.56487  -3.28855  -1.87258
N  -2.72370  -4.00376  -0.69582
C  -2.99325  -5.34508  -0.62648
C  -3.03773  -6.09345  -1.79626
C  -2.79082  -5.39430  -3.02638
C  -2.56904  -4.07067  -3.07294
H  -2.59820  -3.49352  0.16056
H  -3.14951  -5.83062  0.37393
H  -3.14915  -7.19905  -1.72928
H  -2.66258  -5.98377  -3.94499
H  -2.38431  -3.55824  -4.01370
F  5.07121  -3.40892  3.13987
C  3.80798  -3.75682  3.43113
C  2.97879  -2.80649  3.87335
N  1.66222  -3.03195  4.08666
C  0.78836  -1.83984  4.17700
C  1.27282  -0.68424  5.11967
O  0.40777  0.20887  5.24241
O  2.40817  -0.75633  5.69151
C  1.08485  -4.26638  3.85182
O  -0.10509  -4.50692  3.97221
N  1.99192  -5.23539  3.43211
C  3.35946  -5.08620  3.17405
O  4.00745  -6.02461  2.69609
H  3.28753  -1.78814  4.01388
H  -0.20126  -2.16805  4.54712
H  0.73388  -1.40911  3.19262
H  1.53224  -6.09617  3.15884
C  -4.22670  5.06552  -1.75841
C  -4.37085  3.69372  -1.70515
C  -3.40403  2.88796  -1.16657
C  -2.17531  3.42932  -0.69246
C  -2.08249  4.80623  -0.76295
C  -3.04207  5.64089  -1.34808
C  -1.13554  2.47810  -0.27162
C  0.23185  2.52653  -0.33990
C  0.89979  3.78009  -0.81158
C  0.91661  4.15778  -2.15395
C  1.43378  5.39070  -2.50816
C  1.95746  6.28243  -1.61682
C  1.96529  5.92400  -0.27476
C  1.42130  4.69877  0.12624
H  -5.01574  5.71098  -2.18510
H  -5.26416  3.22724  -2.08600
H  -3.50154  1.80496  -1.10563
H  -1.17847  5.32632  -0.42137
H  -2.87147  6.71882  -1.41393
H  -1.55833  1.61362  0.21837
H  0.40424  3.51210  -2.87007
H  1.44651  5.71070  -3.56058
H  2.30880  7.28572  -1.89681
H  2.39391  6.63395  0.40280
H  1.38009  4.40200  1.17211
F  3.89697  0.54527  -1.21521
C  2.83055  -0.33869  -1.35515
F  3.20484  -1.52999  -0.66337
C  2.83851  -0.62848  -2.80407
F  2.00722  -1.65536  -3.05042
F  2.40245  0.48396  -3.49259
F  3.98926  -1.01172  -3.39483

***

C27H20N3O2 | ωB97M-V/def2-TZVPD

Output
**Net charge**: -1
**E_LUMO**: 0.69 eV
**Energy above the lowest of the compared OMol25 structures with the same formula, charge and spin**: 180.6 kJ/mol
**HOMO-LUMO gap**: 3.9 eV

Positions of all 52 atoms, in Å:
C  -0.70435  -1.09541  -3.14964
C  0.54855  -0.72460  -3.38262
N  1.67351  -0.39352  -3.57287
C  -1.24710  -2.37025  -3.42715
C  -2.58916  -2.65598  -3.10936
C  -3.12966  -3.88301  -3.38545
C  -2.36181  -4.88049  -3.98895
C  -2.91947  -6.12445  -4.26998
N  -3.38781  -7.16545  -4.50294
C  -1.02891  -4.60991  -4.30610
C  -0.47942  -3.38535  -4.03153
H  -1.35268  -0.35362  -2.71729
H  -3.18945  -1.89217  -2.64534
H  -4.15815  -4.09663  -3.14456
H  -0.44472  -5.38463  -4.77566
H  0.54741  -3.18034  -4.28335
O  1.54677  3.85315  -2.73498
C  1.22317  3.98566  -1.55434
O  0.13275  4.34064  -1.10902
C  2.29904  3.65881  -0.53005
C  2.58273  4.81893  0.44854
C  2.21608  4.28798  1.80299
C  1.77264  2.96402  1.69058
C  1.34352  2.28066  2.82211
C  1.38958  2.91234  4.04736
C  1.84811  4.21619  4.15480
C  2.25822  4.91256  3.03185
N  1.84272  2.54476  0.33334
C  1.44140  1.35123  -0.22099
C  1.00434  0.22955  0.54207
C  -0.32873  -0.09172  0.75816
C  -0.81807  -1.08301  1.65683
C  -2.20046  -1.34055  1.71491
C  -2.71261  -2.26992  2.58737
C  -1.86945  -2.96715  3.43349
C  -0.50654  -2.72837  3.40222
C  0.01873  -1.80461  2.52902
H  3.20873  3.33666  -1.05311
H  3.63163  5.13449  0.43402
H  1.96734  5.68875  0.19981
H  0.96938  1.27806  2.72690
H  1.06443  2.38688  4.93013
H  1.88128  4.69312  5.12007
H  2.61024  5.92686  3.10228
H  1.41069  1.33893  -1.30476
H  1.74871  -0.34154  1.08034
H  -1.06551  0.50445  0.24841
H  -2.85984  -0.79505  1.06206
H  -3.77420  -2.45377  2.61832
H  -2.27499  -3.69193  4.12104
H  0.14361  -3.26487  4.07418
H  1.07778  -1.61637  2.52686

***

C27H21BrCoN5S | ωB97M-V/def2-TZVPD

Output
**Net charge**: +1
**<S²>**: 3.86
**E_LUMO (spin up / spin down)**: -3.87 / -4.34 eV
**HOMO-LUMO gap (spin up / spin down)**: 6.3 / 6.1 eV
**Spin multiplicity**: 4

Positions of all 56 atoms, in Å:
Co  -15.62345  -0.72404  9.27096
Br  -16.82188  1.49298  10.26772
C  -16.84300  1.26293  12.20718
C  -17.71038  2.04620  12.91130
C  -17.33130  2.52601  14.22714
C  -16.03541  2.25757  14.64702
C  -15.23553  1.28125  14.02774
C  -13.93360  1.00108  14.50953
C  -13.34916  -0.12078  14.01481
C  -14.02690  -1.01073  13.15414
C  -15.22067  -0.71251  12.54956
C  -15.75703  0.60982  12.86805
H  -18.67477  2.34719  12.46885
H  -17.99737  3.11738  14.84352
H  -15.62804  2.79391  15.47963
H  -13.41894  1.60276  15.22989
H  -12.27908  -0.33165  14.28269
H  -13.62839  -2.00510  13.02588
N  -9.88729  -3.69762  7.76562
C  -9.97200  -2.40165  8.14636
S  -8.64583  -1.46902  8.55519
C  -11.31067  -1.83743  8.25341
C  -11.50494  -0.51865  8.77821
C  -12.77425  -0.02463  8.82263
N  -13.90733  -0.82354  8.54462
C  -13.68445  -2.04425  7.96899
C  -12.45132  -2.59064  7.79662
H  -9.00189  -4.13694  7.93314
H  -10.64178  -4.16459  7.26922
H  -10.74298  0.14468  9.10013
H  -13.01075  1.03677  9.07128
H  -14.57348  -2.58115  7.63364
H  -12.44966  -3.56291  7.25918
C  -17.05465  -2.47053  12.85751
C  -15.99384  -1.95055  11.94221
N  -16.46187  -1.76114  10.52094
C  -17.59625  -2.37744  10.12956
C  -18.42928  -3.11045  11.00446
C  -18.15358  -3.10633  12.36296
C  -19.65031  -3.70175  10.53870
C  -19.91922  -4.17487  9.29159
C  -19.10549  -4.51889  8.14206
C  -19.71000  -4.64316  6.84727
C  -18.80871  -4.98090  5.85679
N  -17.52760  -5.29349  6.08187
C  -17.12172  -5.23325  7.35372
N  -17.80554  -4.87119  8.41084
H  -16.96133  -2.36611  13.89242
H  -15.18886  -2.71682  11.84083
H  -17.77099  -2.17308  9.02610
H  -18.86033  -3.55504  13.08267
H  -20.43247  -3.88310  11.29784
H  -20.99883  -4.24435  9.13620
H  -20.77162  -4.40073  6.73453
H  -19.09831  -4.97565  4.79078
H  -16.15785  -5.65527  7.52982

***

no.,electronic energy (a.u.)
1,-4708.88743
2,-2676.00601
3,-1355.60379
4,-5669.88036